1.
21
Properties=species:S:1:pos:R:3:forces:R:3 method="wB97M-V/def2-TZVPD" orbital_gap_ev=8.4 e_homo_ev=-8.443 energy_ha=-1260.4589 de_lowest_kj_mol=465.1 multiplicity=1 smiles="C=[SH](=C)Nc1c(F)c(F)c(F)c(F)c1F"
C 3.558 0.551 0.697 -5.2448 -0.4161 4.0829
F -4.385 -0.591 -0.797 -0.8801 -0.1832 -0.0092
H 4.155 0.795 -0.033 3.3532 0.9423 -4.0198
F -3.733 1.954 -0.608 0.4853 0.1662 0.3865
H 0.978 1.679 0.826 -0.5452 -2.4859 -0.1831
C -1.551 1.418 0.215 0.5031 -2.0606 -0.0260
C 2.396 -0.980 -1.401 0.2538 1.9278 1.4254
C -0.564 0.353 0.500 -1.4049 1.4165 -0.4549
C -2.356 -1.214 0.133 1.7871 -2.3687 0.3667
N 0.726 0.625 0.820 2.2198 2.0681 0.5172
H 3.140 1.428 1.256 0.5859 -0.9682 -0.2319
H 2.571 -0.294 -2.224 0.0862 -0.0397 0.3093
H 2.042 -1.563 0.791 -0.2379 1.1200 -0.1243
C -1.029 -0.944 0.469 -0.3667 0.9504 0.2473
F -1.192 2.703 0.267 0.2512 -0.0773 -0.0052
H 1.894 -1.878 -1.576 -0.6891 -1.3122 -0.1741
C -3.253 -0.283 -0.203 0.5283 1.9014 -0.3309
F -2.620 -2.521 0.037 -0.6420 -0.2015 -0.0767
F -0.197 -1.941 0.851 -0.4071 0.0993 -0.2766
C -2.834 1.068 -0.150 -0.3264 -0.2695 -0.2896
S 2.255 -0.366 0.129 0.6902 -0.2093 -1.1329

2.
16
Properties=species:S:1:pos:R:3:forces:R:3 method="wB97M-V/def2-TZVPD" orbital_gap_ev=10.6 e_homo_ev=-15.372 energy_ha=-724.2813 de_lowest_kj_mol=0.0 multiplicity=1 charge=+1
H 1.707 3.574 3.071 -0.0778 -0.1231 -0.2631
C 0.057 1.356 1.473 -0.1014 0.3976 0.7114
Cd -0.103 1.195 -1.501 0.3880 -2.9584 0.4592
O 0.498 1.358 0.323 1.6551 -0.2573 2.5709
C 1.498 3.089 2.116 0.3792 0.6672 -0.3218
H -1.234 -1.423 2.372 0.1358 0.1743 -0.1425
H 1.225 3.828 1.355 0.1301 -0.1340 0.2071
H 0.199 -1.235 1.340 -0.2041 0.0660 0.0261
O 0.374 2.229 2.368 -0.1454 -0.5425 0.0981
H -2.042 -2.156 0.237 -0.1697 0.2575 0.0100
H 2.355 2.493 1.784 -0.2102 0.1461 0.1073
C -0.819 -0.856 1.531 -0.2091 -0.4099 0.0685
O -1.786 -0.345 -0.615 0.0845 -0.0744 0.2308
F -0.813 2.389 -2.620 -1.8505 3.1106 -3.5445
O -0.803 0.497 1.953 -0.2032 0.0190 0.2511
C -1.652 -1.122 0.304 0.3986 -0.3387 -0.4685

3.
45
Properties=species:S:1:pos:R:3:forces:R:3 method="wB97M-V/def2-TZVPD" orbital_gap_ev=8.8 e_homo_ev=-8.158 energy_ha=-1453.0151 de_lowest_kj_mol=0.0 multiplicity=1 smiles="O=C(NCCc1ccc(Cl)cc1)C1CCN(c2ncccn2)CC1"
C 2.421 -0.526 -1.621 0.1242 0.0081 0.0228
H -2.246 0.394 3.004 -0.0340 0.0350 -0.0180
C 3.373 1.797 -1.687 -0.1358 0.0438 0.2938
C 1.107 1.386 0.727 -0.5937 -0.1300 -0.2301
H 1.595 -2.495 -1.428 -0.0564 -0.0950 -0.0168
H -1.313 -2.134 0.530 0.0698 0.0538 0.2003
N -3.267 -1.909 -0.507 0.2319 -0.1194 0.1385
H -1.692 2.217 0.660 -0.0266 0.0634 0.0233
O 1.896 1.366 1.647 0.2081 -0.0935 0.3315
C 3.223 -2.161 -0.079 0.0159 0.1907 -0.1015
N -4.314 0.158 0.039 0.1278 0.2393 0.1928
C -3.376 -0.786 0.223 -0.4737 -0.1612 -0.3426
C -1.299 1.519 1.400 -0.1021 -0.1101 -0.0629
C -5.182 -1.189 -1.716 0.0091 -0.0043 0.0102
H -5.910 -1.353 -2.492 -0.0708 -0.0155 -0.0706
H 1.731 -0.242 -2.403 -0.0612 0.0441 -0.0855
C -4.161 -2.093 -1.457 -0.2411 0.1930 -0.1124
H 0.777 -1.232 1.197 0.0030 -0.0352 0.0966
C 4.253 -0.008 -0.176 -0.0884 -0.0653 -0.1307
H 3.138 2.745 0.252 -0.0305 0.0965 -0.1278
H -0.514 0.383 -0.271 0.0178 0.0334 -0.0140
H -0.857 2.097 2.213 0.0153 0.0480 0.0091
H -4.047 -3.004 -2.031 -0.0775 -0.0359 -0.0856
C -2.432 0.635 1.954 -0.0687 0.3651 0.0975
H 4.994 0.689 0.187 0.0879 0.0979 0.0684
H 2.894 1.841 -2.667 0.0566 0.0098 -0.0428
C -1.362 -1.483 1.404 0.2673 -0.2934 0.0199
C -5.198 -0.056 -0.913 -0.0275 -0.2180 -0.2245
H -1.519 -2.109 2.291 0.0386 -0.0509 -0.0872
N -2.500 -0.607 1.226 0.1199 0.0210 0.1513
C 3.372 0.384 -1.176 0.1181 -0.0057 -0.1924
C -0.078 -0.659 1.555 -0.0557 0.0963 -0.1466
H 2.478 3.696 -1.107 0.0734 -0.0329 0.0892
H -3.395 1.137 1.866 0.1589 -0.0486 0.1703
H 0.658 2.035 -1.158 -0.0404 -0.1098 0.1524
Cl 3.114 -3.740 0.620 -0.0134 -0.1829 0.0865
C 2.600 2.690 -0.697 0.1558 0.1064 -0.0654
C -0.217 0.636 0.753 0.2572 -0.0634 0.3567
C 2.340 -1.797 -1.081 0.0114 -0.1105 0.0865
H 4.390 2.176 -1.780 0.0229 0.0298 -0.0925
N 1.306 2.128 -0.391 0.0076 0.3637 -0.3924
C 4.186 -1.274 0.374 -0.0236 -0.0938 0.0290
H 4.867 -1.569 1.157 0.0507 -0.0562 0.0773
H -5.944 0.719 -1.037 -0.0892 -0.0080 -0.0781
H 0.113 -0.402 2.596 0.0612 0.0003 0.0167

Copy entry 3 word for word.
45
Properties=species:S:1:pos:R:3:forces:R:3 method="wB97M-V/def2-TZVPD" orbital_gap_ev=8.8 e_homo_ev=-8.158 energy_ha=-1453.0151 de_lowest_kj_mol=0.0 multiplicity=1 smiles="O=C(NCCc1ccc(Cl)cc1)C1CCN(c2ncccn2)CC1"
C 2.421 -0.526 -1.621 0.1242 0.0081 0.0228
H -2.246 0.394 3.004 -0.0340 0.0350 -0.0180
C 3.373 1.797 -1.687 -0.1358 0.0438 0.2938
C 1.107 1.386 0.727 -0.5937 -0.1300 -0.2301
H 1.595 -2.495 -1.428 -0.0564 -0.0950 -0.0168
H -1.313 -2.134 0.530 0.0698 0.0538 0.2003
N -3.267 -1.909 -0.507 0.2319 -0.1194 0.1385
H -1.692 2.217 0.660 -0.0266 0.0634 0.0233
O 1.896 1.366 1.647 0.2081 -0.0935 0.3315
C 3.223 -2.161 -0.079 0.0159 0.1907 -0.1015
N -4.314 0.158 0.039 0.1278 0.2393 0.1928
C -3.376 -0.786 0.223 -0.4737 -0.1612 -0.3426
C -1.299 1.519 1.400 -0.1021 -0.1101 -0.0629
C -5.182 -1.189 -1.716 0.0091 -0.0043 0.0102
H -5.910 -1.353 -2.492 -0.0708 -0.0155 -0.0706
H 1.731 -0.242 -2.403 -0.0612 0.0441 -0.0855
C -4.161 -2.093 -1.457 -0.2411 0.1930 -0.1124
H 0.777 -1.232 1.197 0.0030 -0.0352 0.0966
C 4.253 -0.008 -0.176 -0.0884 -0.0653 -0.1307
H 3.138 2.745 0.252 -0.0305 0.0965 -0.1278
H -0.514 0.383 -0.271 0.0178 0.0334 -0.0140
H -0.857 2.097 2.213 0.0153 0.0480 0.0091
H -4.047 -3.004 -2.031 -0.0775 -0.0359 -0.0856
C -2.432 0.635 1.954 -0.0687 0.3651 0.0975
H 4.994 0.689 0.187 0.0879 0.0979 0.0684
H 2.894 1.841 -2.667 0.0566 0.0098 -0.0428
C -1.362 -1.483 1.404 0.2673 -0.2934 0.0199
C -5.198 -0.056 -0.913 -0.0275 -0.2180 -0.2245
H -1.519 -2.109 2.291 0.0386 -0.0509 -0.0872
N -2.500 -0.607 1.226 0.1199 0.0210 0.1513
C 3.372 0.384 -1.176 0.1181 -0.0057 -0.1924
C -0.078 -0.659 1.555 -0.0557 0.0963 -0.1466
H 2.478 3.696 -1.107 0.0734 -0.0329 0.0892
H -3.395 1.137 1.866 0.1589 -0.0486 0.1703
H 0.658 2.035 -1.158 -0.0404 -0.1098 0.1524
Cl 3.114 -3.740 0.620 -0.0134 -0.1829 0.0865
C 2.600 2.690 -0.697 0.1558 0.1064 -0.0654
C -0.217 0.636 0.753 0.2572 -0.0634 0.3567
C 2.340 -1.797 -1.081 0.0114 -0.1105 0.0865
H 4.390 2.176 -1.780 0.0229 0.0298 -0.0925
N 1.306 2.128 -0.391 0.0076 0.3637 -0.3924
C 4.186 -1.274 0.374 -0.0236 -0.0938 0.0290
H 4.867 -1.569 1.157 0.0507 -0.0562 0.0773
H -5.944 0.719 -1.037 -0.0892 -0.0080 -0.0781
H 0.113 -0.402 2.596 0.0612 0.0003 0.0167